Entry 1:
A molecular structure, C8H26N5O6Tl at a distorted geometry. Source: the OMol25 dataset; level of theory: the ωB97M-V functional and the def2-TZVPD basis.

Its HOMO-LUMO gap is 4.3 eV. The relative energy (zero: lowest compared OMol25 entry of this formula, charge and spin) comes out at 1604.7 kJ/mol. The net charge is +2. The calculation puts the total energy at -1216.81758 Eh. The LUMO energy is -11.2 eV.

Last column: Löwdin charge in e.
CARTESIAN COORDINATES (ANGSTROEM)
Tl: -1.34 1.73 -1.41  1.451
O: -1.34 0.17 0.01  -0.242
H: -0.52 0.15 0.56  0.115
C: 1.20 -0.13 -2.89  -0.038
C: 1.13 0.28 -1.47  -0.353
C: 2.48 -0.10 -0.65  -0.086
O: 2.71 -1.48 -0.30  -0.136
C: 1.77 -2.06 0.62  -0.065
N: 0.80 1.70 -1.42  0.020
H: 2.11 0.29 -3.31  0.110
H: 0.40 0.20 -3.55  0.109
H: 1.52 -1.17 -2.86  0.124
H: 0.32 -0.30 -1.03  0.087
H: 2.71 0.54 0.21  0.126
H: 3.34 0.19 -1.24  0.137
H: 0.78 -1.92 0.19  0.045
H: 1.62 -1.51 1.55  0.084
H: 1.98 -3.09 0.90  0.115
H: 1.37 2.22 -2.07  0.158
H: 1.11 2.06 -0.52  0.041
C: -1.83 -1.55 2.12  -0.136
C: -1.87 -0.22 2.84  -0.104
O: -1.42 0.98 2.16  -0.022
O: -2.57 -1.43 0.88  -0.068
H: -2.09 -2.32 2.85  0.148
H: -0.80 -1.79 1.86  0.105
H: -1.20 -0.38 3.68  0.136
H: -2.82 -0.05 3.35  0.144
H: -1.46 0.79 1.22  -0.028
H: -2.11 -0.73 0.41  -0.115
C: 0.35 2.63 1.12  -0.663
O: -0.02 2.10 0.08  -0.172
N: 0.12 2.20 2.27  0.274
N: 0.96 3.75 1.11  0.264
H: 0.39 2.75 3.07  0.174
H: -0.35 1.32 2.40  -0.077
H: 1.34 4.04 2.00  0.161
H: 0.88 4.27 0.25  0.157
C: -1.14 -1.25 -2.00  -0.587
O: -1.10 -0.02 -2.29  -0.187
N: -1.35 -1.69 -0.81  0.170
N: -1.16 -2.23 -2.87  0.254
H: -1.47 -2.68 -0.66  0.175
H: -1.34 -1.04 -0.03  -0.100
H: -1.19 -3.16 -2.47  0.150
H: -0.92 -2.04 -3.84  0.150


Entry 2:
A molecular structure, C8H14Cl2GdO4SSi at a distorted geometry. Source: the OMol25 dataset; level of theory: the ωB97M-V functional and the def2-TZVPD basis.

Its HOMO-LUMO gap (alpha / beta) is 6.2 / 6.4 eV. The expectation value of S² is 16.78. The net charge is +3. As for the spin multiplicity: 8. The calculation puts the total energy at -2986.62121 Eh. The LUMO energy (alpha / beta) is -13.3 / -13.1 eV.

Last column: Löwdin charge in e.
CARTESIAN COORDINATES (ANGSTROEM)
C: 4.24 -1.17 -0.52  -0.064
C: 2.98 -0.82 0.15  -0.638
Cl: 2.37 -1.94 1.19  1.011
C: 2.29 0.40 0.00  -0.549
Cl: 2.90 1.55 -1.00  1.052
C: 1.05 0.79 0.78  -0.353
O: 1.34 2.08 1.27  -0.177
S: 0.04 3.06 1.38  0.655
O: -0.17 3.35 2.73  -0.128
O: 0.12 4.04 0.38  -0.171
O: -0.97 1.90 0.87  -0.231
C: -0.30 0.94 0.05  -0.299
Si: -1.62 -0.48 -0.03  0.671
C: -1.80 -1.03 -1.93  -0.219
C: -1.22 -1.94 1.05  -0.134
C: -3.33 0.16 0.39  -0.127
H: 4.49 -0.50 -1.33  0.078
H: 4.25 -2.20 -0.85  0.116
H: 5.03 -1.07 0.23  0.145
H: 0.93 0.11 1.63  0.124
H: -0.24 1.42 -0.94  0.110
H: -2.75 -1.57 -2.01  0.072
H: -1.92 -0.16 -2.59  -0.351
H: -0.96 -1.64 -2.24  0.072
H: -0.56 -1.61 1.85  0.032
H: -2.15 -2.26 1.52  0.059
H: -0.80 -2.80 0.54  0.045
H: -3.41 1.25 0.35  0.049
H: -4.05 -0.29 -0.28  0.044
H: -3.56 -0.15 1.40  0.065
Gd: -2.21 0.57 -4.05  2.038


Entry 3:
A molecular structure, C17H37GaN3O2. Source: the OMol25 dataset; level of theory: the ωB97M-V functional and the def2-TZVPD basis.

Its HOMO-LUMO gap is 6.1 eV. The net charge is -1. The calculation puts the total energy at -2909.42508 Eh. The LUMO energy is 2.5 eV.

Last column: Löwdin charge in e.
CARTESIAN COORDINATES (ANGSTROEM)
C: -1.08 2.48 3.88  -0.097
C: -1.58 1.65 2.67  -0.233
C: -1.60 2.44 1.38  -0.303
O: -0.32 2.61 0.82  -0.240
C: -0.11 1.84 -0.39  -0.271
Ga: 0.10 -0.20 -0.16  0.395
C: 1.61 -0.99 -1.31  -0.262
C: 1.98 -2.37 -0.74  -0.295
C: 1.68 -3.52 -1.68  -0.270
O: 2.62 -4.60 -1.45  -0.115
N: -1.52 -1.20 -0.56  -0.147
C: -2.00 -1.00 -1.94  -0.405
C: -1.95 -2.32 -2.72  -0.128
H: -0.60 3.40 3.56  0.068
H: -0.37 1.91 4.46  0.061
H: -1.91 2.72 4.54  0.037
H: -2.57 1.28 2.91  0.084
H: -0.95 0.77 2.59  0.054
H: -2.30 1.98 0.69  0.094
H: -1.97 3.44 1.62  0.101
H: -0.89 2.09 -1.12  0.044
H: 0.82 2.21 -0.81  0.039
H: 0.50 -0.53 1.38  -0.032
H: 1.36 -1.07 -2.37  0.026
H: 2.46 -0.33 -1.19  0.027
H: 1.42 -2.56 0.17  0.064
H: 3.04 -2.45 -0.47  0.094
H: 0.68 -3.90 -1.53  0.107
H: 1.77 -3.21 -2.72  0.096
H: 2.13 -5.44 -1.52  0.075
H: -2.26 -0.97 0.09  0.004
H: -1.31 -0.33 -2.46  0.074
H: -3.00 -0.58 -1.97  0.088
H: -2.29 -3.14 -2.08  0.056
H: -0.91 -2.51 -2.98  0.041
H: -2.54 -2.27 -3.64  0.052
C: -4.78 5.25 4.39  -0.107
C: -5.80 4.11 4.45  -0.264
C: -5.26 2.81 3.84  -0.190
C: -4.98 2.95 2.41  -0.229
N: -4.74 3.08 1.30  0.177
H: -4.53 5.50 3.36  0.074
H: -5.18 6.15 4.86  0.068
H: -3.86 4.98 4.90  0.073
H: -6.71 4.41 3.94  0.108
H: -6.06 3.92 5.49  0.104
H: -5.99 2.01 3.98  0.117
H: -4.35 2.51 4.35  0.105
C: 5.85 -3.50 -2.36  -0.102
C: 5.46 -3.03 -3.75  -0.258
C: 6.64 -2.48 -4.55  -0.202
C: 7.24 -1.28 -3.96  -0.242
N: 7.70 -0.35 -3.48  0.137
H: 6.22 -2.68 -1.75  0.075
H: 4.97 -3.92 -1.85  0.051
H: 6.62 -4.28 -2.40  0.073
H: 4.68 -2.27 -3.67  0.113
H: 5.03 -3.86 -4.31  0.107
H: 6.32 -2.23 -5.57  0.113
H: 7.42 -3.24 -4.65  0.115


Entry 4:
C17H29NO4 in the gas phase. Source: the OMol25 dataset; level of theory: the ωB97M-V functional and the def2-TZVPD basis.

Its HOMO-LUMO gap is 10.0 eV. The relative energy (zero: lowest compared OMol25 entry of this formula, charge and spin) comes out at 0.0 kJ/mol. The calculation puts the total energy at -1020.93652 Eh. The LUMO energy is 0.5 eV. Its SMILES is CCCN(CCC)C(=O)[C@H]1CC(=O)O[C@]12CCOC(C)(C)C2.

Last column: Löwdin charge in e.
CARTESIAN COORDINATES (ANGSTROEM)
C: -1.40 -2.98 0.87  -0.094
C: -2.82 -2.45 0.71  -0.224
C: -2.92 -0.96 1.02  -0.162
N: -2.10 -0.14 0.13  -0.043
C: -2.60 0.06 -1.21  -0.165
C: -3.18 1.47 -1.46  -0.220
C: -4.32 1.81 -0.51  -0.099
C: -0.97 0.40 0.65  -0.426
O: -0.66 0.24 1.82  0.077
C: -0.09 1.25 -0.26  -0.131
C: -0.10 2.68 0.28  -0.008
C: 1.15 2.75 1.14  -0.463
O: 1.44 3.61 1.92  0.139
O: 1.94 1.71 0.88  0.081
C: 1.42 0.88 -0.15  -0.367
C: 2.14 1.22 -1.47  -0.059
C: 3.61 0.80 -1.35  -0.180
O: 3.73 -0.58 -1.13  -0.087
C: 3.14 -1.03 0.09  -0.545
C: 3.21 -2.56 0.01  -0.016
C: 3.93 -0.56 1.32  -0.005
C: 1.67 -0.60 0.18  -0.032
H: -1.38 -4.06 0.74  0.072
H: -1.02 -2.74 1.85  0.080
H: -0.74 -2.54 0.13  0.056
H: -3.49 -2.98 1.39  0.110
H: -3.17 -2.65 -0.31  0.099
H: -3.96 -0.63 0.94  0.116
H: -2.56 -0.78 2.03  0.124
H: -1.82 -0.15 -1.95  0.122
H: -3.39 -0.67 -1.37  0.121
H: -2.40 2.22 -1.35  0.092
H: -3.53 1.50 -2.49  0.112
H: -4.71 2.79 -0.74  0.072
H: -3.97 1.81 0.52  0.071
H: -5.13 1.08 -0.61  0.074
H: -0.40 1.20 -1.30  0.125
H: -0.03 3.43 -0.51  0.136
H: -0.98 2.91 0.89  0.138
H: 1.68 0.67 -2.29  0.133
H: 2.08 2.29 -1.67  0.134
H: 4.13 0.99 -2.30  0.130
H: 4.10 1.38 -0.56  0.128
H: 4.24 -2.88 0.02  0.087
H: 2.75 -2.90 -0.92  0.086
H: 2.68 -3.00 0.85  0.087
H: 3.76 0.50 1.51  0.074
H: 3.62 -1.12 2.19  0.093
H: 5.00 -0.72 1.15  0.094
H: 1.31 -0.80 1.19  0.132
H: 1.08 -1.19 -0.53  0.132


no.,molecular weight (Da)
1,492.708
2,462.505
3,385.225
4,311.422